No. 1
{"formula": "C6H10", "method": "ωB97M-V/def2-TZVPD", "homo_energy_ha": -0.298, "orbital_gap_ev": 9.12, "elements": ["C", "C", "C", "C", "C", "C", "H", "H", "H", "H", "H", "H", "H", "H", "H", "H"], "coordinates": [[1.80, -0.22, 0.28], [0.43, 0.15, -0.23], [-0.47, 1.79, 0.11], [-0.74, 0.49, 0.75], [-1.70, -0.45, -0.02], [-0.53, -0.82, -0.97], [2.16, 0.52, 1.00], [2.53, -0.28, -0.54], [1.78, -1.20, 0.78], [0.33, 2.26, 0.72], [0.44, 1.13, -0.89], [-0.55, 0.33, 1.82], [-2.07, -1.30, 0.57], [-2.54, 0.07, -0.49], [-0.68, -0.62, -2.04], [-0.19, -1.86, -0.85]], "nbo_charge": [-0.609, -0.164, -0.311, -0.286, -0.406, -0.389, 0.222, 0.217, 0.214, 0.146, 0.297, 0.218, 0.206, 0.218, 0.214, 0.212]}


No. 2
{"formula": "C5H11NO", "method": "ωB97M-V/def2-TZVPD", "homo_energy_ha": -0.315, "orbital_gap_ev": 9.54, "smiles": "C#C[C@@H](C)NC.O", "elements": ["C", "C", "C", "C", "C", "H", "H", "H", "H", "H", "H", "H", "H", "H", "H", "H", "N", "O"], "coordinates": [[1.61, -1.61, -0.24], [0.61, 0.58, -0.36], [1.68, 1.27, 0.54], [-0.67, 1.23, -0.37], [-1.66, 1.91, -0.13], [-2.21, -0.67, 0.09], [-2.41, -1.71, 1.14], [1.82, -2.28, 0.53], [2.58, -1.14, -0.45], [1.34, -2.22, -1.10], [-0.38, -1.21, -0.12], [1.03, 0.62, -1.39], [1.45, 1.10, 1.59], [1.70, 2.35, 0.40], [2.70, 0.82, 0.48], [-2.59, 2.49, -0.02], [0.50, -0.77, 0.12], [-2.24, -1.64, 0.18]], "nbo_charge": [-0.419, -0.145, -0.599, 0.004, -0.263, 0.480, 0.475, 0.195, 0.196, 0.179, 0.400, 0.188, 0.217, 0.213, 0.213, 0.254, -0.646, -0.941]}


No. 3
{"formula": "C18H48O18S6", "method": "ωB97M-V/def2-TZVPD", "homo_energy_ha": -0.384, "orbital_gap_ev": 10.40, "smiles": "CCOS(C)(=O)=O.CCOS(C)(=O)=O.CCOS(C)(=O)=O.CCOS(C)(=O)=O.CCOS(C)(=O)=O.CCOS(C)(=O)=O", "elements": ["O", "S", "O", "O", "C", "C", "C", "H", "H", "H", "H", "H", "H", "H", "H", "O", "S", "O", "O", "C", "C", "C", "H", "H", "H", "H", "H", "H", "H", "H", "O", "S", "O", "O", "C", "C", "C", "H", "H", "H", "H", "H", "H", "H", "H", "O", "S", "O", "O", "C", "C", "C", "H", "H", "H", "H", "H", "H", "H", "H", "O", "S", "O", "O", "C", "C", "C", "H", "H", "H", "H", "H", "H", "H", "H", "O", "S", "O", "O", "C", "C", "C", "H", "H", "H", "H", "H", "H", "H", "H"], "coordinates": [[-5.33, -4.16, 0.06], [-4.63, -2.95, 0.31], [-5.01, -1.76, -0.37], [-4.77, -2.72, 1.87], [-4.35, -1.44, 2.41], [-4.76, -1.42, 3.86], [-2.90, -3.21, 0.13], [-4.87, -0.67, 1.84], [-3.27, -1.31, 2.27], [-4.34, -2.25, 4.43], [-5.85, -1.50, 3.86], [-4.52, -0.43, 4.24], [-2.68, -3.63, -0.84], [-2.59, -3.73, 1.03], [-2.46, -2.21, 0.17], [-1.28, -3.29, 5.27], [-0.77, -2.65, 4.11], [-1.13, -3.06, 2.80], [-1.12, -1.10, 4.19], [-0.93, -0.42, 5.44], [-2.17, 0.36, 5.82], [0.98, -2.54, 4.20], [-0.07, 0.25, 5.29], [-0.62, -1.07, 6.26], [-1.98, 0.83, 6.78], [-2.98, -0.35, 5.99], [-2.46, 1.06, 5.05], [1.26, -1.93, 5.06], [1.33, -2.01, 3.32], [1.43, -3.53, 4.22], [-5.20, 1.33, -7.34], [-4.11, 0.55, -6.87], [-2.79, 1.02, -7.10], [-4.29, 0.24, -5.33], [-4.31, 1.40, -4.47], [-4.29, 0.92, -3.04], [-4.32, -1.11, -7.41], [-5.21, 2.00, -4.63], [-3.45, 2.04, -4.69], [-5.06, 0.17, -2.87], [-4.58, 1.71, -2.35], [-3.33, 0.51, -2.73], [-5.37, -1.30, -7.24], [-3.72, -1.76, -6.77], [-4.02, -1.19, -8.45], [3.76, 5.43, -3.82], [4.82, 4.55, -3.44], [5.24, 4.49, -2.07], [4.47, 3.08, -3.92], [3.10, 2.65, -3.82], [2.66, 2.42, -2.41], [6.22, 4.79, -4.49], [3.04, 1.72, -4.38], [2.44, 3.34, -4.34], [3.29, 1.67, -1.91], [1.63, 2.05, -2.39], [2.71, 3.30, -1.78], [6.85, 3.92, -4.33], [6.70, 5.70, -4.12], [5.81, 4.82, -5.49], [-0.40, -1.89, -1.60], [-0.30, -0.50, -1.34], [-0.63, 0.48, -2.33], [-1.21, -0.24, -0.06], [-1.46, 1.13, 0.33], [-1.47, 1.16, 1.84], [1.27, -0.17, -0.62], [-2.41, 1.46, -0.10], [-0.70, 1.79, -0.09], [-0.51, 0.80, 2.23], [-2.22, 0.46, 2.20], [-1.73, 2.14, 2.22], [1.99, -0.41, -1.40], [1.38, -0.86, 0.21], [1.37, 0.87, -0.33], [3.90, -3.34, 2.69], [4.38, -2.21, 1.96], [3.67, -1.73, 0.81], [4.45, -1.04, 3.02], [4.79, 0.28, 2.58], [6.22, 0.67, 2.95], [6.07, -2.48, 1.57], [4.07, 0.95, 3.04], [4.66, 0.38, 1.50], [6.31, 1.72, 3.21], [6.91, 0.50, 2.11], [6.59, 0.10, 3.80], [6.49, -1.57, 1.15], [6.11, -3.29, 0.86], [6.55, -2.77, 2.50]], "lowdin_charge": [-0.267, 0.557, -0.285, -0.248, -0.262, -0.052, -0.114, 0.118, 0.084, 0.085, 0.087, 0.068, 0.083, 0.058, 0.034, -0.254, 0.557, -0.250, -0.280, -0.276, -0.057, -0.112, 0.122, 0.117, 0.085, 0.074, 0.076, 0.071, 0.065, 0.081, -0.272, 0.546, -0.269, -0.258, -0.261, -0.065, -0.119, 0.121, 0.121, 0.084, 0.083, 0.061, 0.074, 0.075, 0.076, -0.272, 0.558, -0.277, -0.257, -0.254, -0.082, -0.113, 0.129, 0.121, 0.082, 0.066, 0.084, 0.073, 0.076, 0.075, -0.244, 0.555, -0.268, -0.277, -0.249, -0.053, -0.131, 0.124, 0.110, 0.080, 0.054, 0.089, 0.077, 0.060, 0.064, -0.257, 0.551, -0.276, -0.256, -0.251, -0.064, -0.109, 0.122, 0.112, 0.080, 0.068, 0.085, 0.064, 0.082, 0.083]}


No. 4
{"formula": "C43H56Br2N5O2SbSi3Ti", "method": "ωB97M-V/def2-TZVPD", "total_charge": 2, "homo_energy_ha": -0.471, "orbital_gap_ev": 6.39, "elements": ["Ti", "O", "C", "C", "C", "C", "C", "C", "C", "O", "N", "N", "C", "C", "Br", "C", "C", "C", "C", "C", "C", "C", "H", "H", "H", "H", "H", "H", "H", "H", "H", "H", "H", "H", "H", "H", "C", "Sb", "C", "C", "C", "C", "C", "C", "N", "Si", "C", "C", "C", "C", "C", "C", "C", "C", "C", "N", "Si", "C", "C", "C", "Si", "C", "C", "C", "H", "H", "H", "H", "H", "H", "H", "H", "H", "H", "H", "H", "H", "H", "H", "H", "H", "H", "H", "H", "H", "H", "H", "H", "H", "H", "H", "H", "H", "H", "H", "H", "H", "H", "H", "H", "H", "H", "Br", "C", "C", "C", "N", "C", "C", "H", "H", "H", "H"], "coordinates": [[0.33, -0.38, -0.05], [2.20, 0.90, 3.45], [3.43, 1.26, 2.99], [4.31, 1.82, 3.91], [5.57, 2.23, 3.50], [5.97, 2.10, 2.18], [5.09, 1.55, 1.27], [3.83, 1.10, 1.66], [2.98, 0.47, 0.61], [1.58, 0.65, 0.74], [3.12, -1.00, 0.59], [2.21, -1.49, -0.34], [2.53, -2.49, -1.08], [1.61, -3.13, -1.98], [-0.15, -2.38, -1.91], [1.84, -4.17, -2.78], [3.14, -4.79, -3.04], [3.20, -6.18, -3.19], [4.41, -6.80, -3.42], [5.57, -6.04, -3.55], [5.51, -4.65, -3.46], [4.30, -4.03, -3.20], [1.62, 0.72, 2.70], [3.98, 1.94, 4.93], [6.24, 2.66, 4.23], [6.95, 2.44, 1.86], [5.38, 1.46, 0.22], [3.26, 0.88, -0.36], [4.07, -1.30, 0.40], [3.52, -2.94, -1.00], [0.98, -4.62, -3.28], [2.30, -6.77, -3.10], [4.46, -7.87, -3.51], [6.51, -6.52, -3.76], [6.40, -4.06, -3.60], [4.24, -2.95, -3.19], [-4.01, -0.87, 2.13], [-2.81, -1.18, 0.38], [-0.86, -0.77, 1.42], [-0.93, 0.37, 2.39], [-0.76, 1.70, 2.01], [-0.68, 2.68, 2.98], [-0.84, 2.33, 4.31], [-1.08, 0.99, 4.60], [-1.11, 0.04, 3.68], [-0.38, -2.45, 2.34], [-1.82, -3.11, 3.33], [1.14, -2.20, 3.38], [-0.02, -3.83, 1.13], [-3.29, 0.65, -0.79], [-2.12, 1.19, -1.55], [-2.33, 2.19, -2.52], [-1.34, 2.59, -3.38], [-0.08, 1.99, -3.32], [0.10, 1.06, -2.33], [-0.86, 0.69, -1.44], [-4.39, -0.20, -2.20], [-3.23, -1.09, -3.37], [-5.56, -1.50, -1.51], [-5.42, 0.99, -3.20], [-4.42, 1.98, 0.07], [-6.13, 1.28, 0.37], [-4.68, 3.54, -0.94], [-3.75, 2.67, 1.68], [-3.42, -1.17, 2.99], [-4.88, -1.52, 2.04], [-4.33, 0.16, 2.24], [-0.69, 1.97, 0.96], [-0.52, 3.72, 2.70], [-0.79, 3.07, 5.10], [-1.24, 0.68, 5.62], [-2.11, -2.44, 4.13], [-1.47, -4.05, 3.79], [-2.68, -3.37, 2.72], [1.01, -1.46, 4.16], [2.01, -1.91, 2.78], [1.37, -3.16, 3.85], [-0.85, -4.05, 0.46], [0.11, -4.72, 1.76], [0.90, -3.74, 0.55], [-3.31, 2.62, -2.60], [-1.54, 3.35, -4.12], [0.72, 2.24, -3.99], [1.06, 0.56, -2.24], [-2.85, -2.01, -2.93], [-2.39, -0.48, -3.71], [-3.80, -1.38, -4.26], [-5.08, -2.33, -1.00], [-6.06, -1.92, -2.39], [-6.34, -1.10, -0.86], [-4.84, 1.69, -3.80], [-6.15, 1.55, -2.61], [-5.99, 0.37, -3.90], [-6.70, 1.18, -0.55], [-6.65, 2.02, 0.99], [-6.16, 0.34, 0.91], [-5.13, 3.39, -1.93], [-3.77, 4.13, -1.05], [-5.38, 4.14, -0.36], [-3.41, 1.97, 2.43], [-4.57, 3.25, 2.12], [-2.94, 3.38, 1.48], [5.58, 6.14, 0.09], [4.24, 4.90, -0.35], [4.24, 4.27, -1.58], [3.24, 3.34, -1.84], [2.28, 3.02, -0.97], [2.29, 3.66, 0.20], [3.24, 4.60, 0.57], [5.00, 4.48, -2.32], [3.23, 2.83, -2.79], [1.51, 3.38, 0.90], [3.21, 5.07, 1.54]], "lowdin_charge": [0.838, 0.064, -0.243, 0.010, -0.050, -0.069, -0.039, -0.123, -0.337, -0.247, 0.059, -0.069, -0.144, -0.549, 0.990, -0.036, -0.224, -0.016, -0.046, -0.044, -0.054, -0.046, 0.059, 0.128, 0.117, 0.112, 0.120, 0.130, 0.152, 0.149, 0.128, 0.124, 0.118, 0.118, 0.115, 0.115, -0.263, 1.446, -0.540, -0.426, -0.092, -0.060, -0.027, -0.088, 0.101, 0.457, -0.173, -0.146, -0.197, -0.519, -0.374, -0.036, 0.012, -0.028, -0.168, -0.046, 0.435, -0.170, -0.185, -0.157, 0.480, -0.166, -0.168, -0.161, -0.012, 0.029, -0.019, 0.103, 0.123, 0.118, 0.124, 0.033, 0.053, 0.031, 0.034, 0.022, 0.054, 0.018, 0.054, 0.000, 0.070, 0.134, 0.121, 0.099, -0.005, 0.031, 0.053, 0.007, 0.055, 0.027, 0.040, 0.026, 0.055, 0.029, 0.055, 0.021, 0.027, 0.044, 0.056, 0.016, 0.057, 0.035, 0.813, -0.693, -0.097, -0.146, 0.053, -0.138, -0.091, 0.109, 0.106, 0.099, 0.113]}


No. 5
{"formula": "C28H26BF4N3O2SeV", "method": "ωB97M-V/def2-TZVPD", "homo_energy_ha": [-0.288, -0.274], "spin_multiplicity": 2, "orbital_gap_ev": [7.82, 7.80], "elements": ["V", "C", "N", "C", "C", "C", "N", "C", "C", "F", "C", "F", "C", "C", "F", "C", "F", "H", "H", "H", "H", "H", "H", "H", "H", "H", "H", "H", "O", "B", "O", "C", "C", "C", "C", "C", "C", "H", "H", "H", "H", "Se", "C", "C", "C", "N", "C", "C", "H", "H", "H", "H", "C", "C", "C", "C", "C", "C", "C", "H", "H", "H", "H", "H", "H", "H"], "coordinates": [[0.49, -0.34, -0.31], [1.88, 1.71, 1.45], [1.01, 1.71, 0.25], [-0.02, 2.75, 0.45], [1.83, 2.07, -0.94], [2.93, 1.06, -1.16], [2.36, -0.27, -0.95], [3.11, -1.38, -1.25], [2.55, -2.63, -0.93], [1.34, -2.60, -0.31], [3.16, -3.83, -1.18], [2.52, -4.96, -0.82], [4.40, -3.89, -1.77], [4.99, -2.68, -2.08], [6.20, -2.67, -2.65], [4.38, -1.46, -1.84], [5.06, -0.35, -2.18], [2.48, 2.62, 1.45], [2.54, 0.84, 1.44], [1.27, 1.68, 2.34], [0.45, 3.68, 0.78], [-0.73, 2.41, 1.21], [-0.55, 2.94, -0.48], [2.25, 3.08, -0.80], [1.16, 2.09, -1.80], [3.77, 1.23, -0.48], [3.31, 1.19, -2.17], [4.90, -4.82, -1.97], [-2.28, 0.84, -0.71], [-1.13, 0.56, -1.50], [-1.00, 1.55, -2.52], [-2.11, 2.35, -2.39], [-2.47, 3.43, -3.15], [-3.65, 4.10, -2.79], [-4.41, 3.68, -1.70], [-4.02, 2.58, -0.93], [-2.87, 1.93, -1.30], [-1.87, 3.75, -4.00], [-3.97, 4.95, -3.36], [-5.31, 4.21, -1.45], [-4.61, 2.25, -0.08], [-0.89, -1.42, -2.25], [-2.09, -2.48, -1.18], [-1.67, -3.69, -0.65], [-2.58, -4.43, 0.08], [-3.83, -4.05, 0.32], [-4.22, -2.89, -0.20], [-3.40, -2.07, -0.96], [-0.66, -4.04, -0.80], [-2.28, -5.39, 0.51], [-5.25, -2.60, 0.00], [-3.77, -1.14, -1.36], [-0.40, -1.09, 1.39], [-0.09, -0.47, 2.70], [-0.89, 0.55, 3.23], [-0.54, 1.19, 4.41], [0.62, 0.83, 5.09], [1.40, -0.21, 4.60], [1.05, -0.85, 3.42], [-1.45, -0.91, 1.11], [-0.24, -2.17, 1.42], [-1.80, 0.83, 2.71], [-1.17, 1.98, 4.80], [0.89, 1.33, 6.01], [2.29, -0.52, 5.13], [1.67, -1.65, 3.03]], "lowdin_charge": [0.745, -0.050, -0.302, -0.034, -0.174, -0.201, -0.085, -0.154, -0.142, 0.009, -0.216, 0.097, 0.067, -0.215, 0.097, -0.134, 0.081, 0.106, 0.093, 0.072, 0.107, 0.093, 0.086, 0.136, 0.116, 0.121, 0.125, 0.136, 0.065, -0.916, 0.065, -0.223, 0.009, -0.091, -0.091, 0.009, -0.222, 0.120, 0.101, 0.100, 0.120, 1.128, -0.521, -0.105, -0.139, 0.062, -0.137, -0.083, 0.096, 0.108, 0.107, 0.106, -0.172, -0.315, -0.076, -0.093, -0.103, -0.091, -0.068, 0.073, 0.067, 0.112, 0.102, 0.097, 0.102, 0.115]}


Energy relative to the best compared isomer or geometry (same formula, charge and spin) in eV, matching the order above: 4.156, 3.330, 0.482, 0.842, 0.015